Computed, not measured: a cluster of 12 separate species, C39H97N2O19S6 in total at a distorted geometry, with ωB97M-V/def2-TZVPD.

```
163
Properties=species:S:1:pos:R:3:forces:R:3:mulliken_charge:R:1
N 4.3362 5.0901 -1.1943 -0.66 0.75 0.42 -0.7567
H 4.6403 4.1387 -1.0443 0.30 -0.55 -0.05 0.3646
H 4.7379 5.7389 -0.5327 0.89 0.12 0.28 0.4112
H 3.3534 5.1674 -0.9749 -1.08 -0.54 -0.04 0.4652
H 4.4585 5.4346 -2.1358 0.36 -0.14 -0.55 0.4015
N -0.8960 8.9221 0.2179 0.55 0.01 -0.27 -0.6022
H -1.8277 9.2360 0.4492 -0.46 0.08 0.58 0.3711
H -0.1645 9.4851 0.6279 0.04 0.79 0.29 0.3998
H -0.8122 8.9734 -0.7873 0.12 -0.16 -0.62 0.3957
H -0.6873 7.9869 0.5370 -0.47 -0.87 0.08 0.3952
C -0.0331 0.3829 0.2596 -0.17 0.02 -0.68 -1.1179
C -0.5680 1.5070 -0.6339 -0.34 2.25 0.56 0.5755
C -1.9500 1.1026 -1.2367 -0.07 -0.20 1.85 -1.2649
O -0.4515 2.7902 -0.0526 -0.51 -0.89 -0.28 -0.9870
H 0.2271 -0.3908 -0.4627 0.41 -0.54 0.40 0.3303
H -0.7667 -0.0323 0.9505 -0.23 0.16 -0.01 0.2787
H 0.8189 0.7161 0.8522 0.13 -0.03 -0.27 0.2937
H 0.0180 1.5695 -1.5509 0.78 -0.45 -0.40 0.0766
H -2.6640 0.7730 -0.4820 0.09 -0.02 0.73 0.3146
H -1.7679 0.1657 -1.7632 -0.31 0.39 -1.01 0.3167
H -2.5101 1.9369 -1.6591 0.58 -0.16 -0.97 0.3396
O -6.2770 10.2311 -6.5456 3.15 -2.19 0.71 -0.5575
S -4.9764 9.5168 -6.4669 0.60 0.93 -1.60 1.1109
O -4.2266 9.2603 -5.2242 -1.60 0.56 -1.81 -0.5933
O -5.1259 8.1073 -7.2743 -0.36 1.54 0.54 -0.3169
C -3.9552 7.3732 -7.7418 -1.02 -1.78 1.86 -0.3751
C -3.8149 7.3967 -9.2016 0.83 0.96 -1.63 -0.8920
C -3.8084 10.4010 -7.6860 -0.92 -0.04 1.00 -0.9150
H -4.2218 6.3758 -7.3921 0.14 -0.22 -0.11 0.3498
H -3.0583 7.5985 -7.1647 0.01 0.58 -0.19 0.3500
H -3.0307 6.7460 -9.5883 0.24 -0.18 0.52 0.3390
H -3.4797 8.4030 -9.4527 -0.19 0.04 -0.56 0.2164
H -4.6667 7.1313 -9.8278 -0.40 0.19 0.60 0.2977
H -4.3488 10.5822 -8.6151 -0.22 -0.13 0.23 0.3305
H -2.8906 9.8570 -7.9094 -0.20 -0.19 0.42 0.3042
H -3.5665 11.3573 -7.2222 -0.04 -0.08 0.05 0.3510
O 9.5587 -1.3622 -1.0969 1.78 1.87 -0.08 -0.5453
S 8.4035 -1.7303 -1.7950 -4.23 -4.60 0.19 1.1241
O 7.0838 -1.1532 -1.5087 2.12 0.16 -1.15 -0.6014
O 8.6850 -1.9586 -3.3815 0.07 2.41 1.76 -0.2973
C 7.6282 -2.4522 -4.2040 -0.84 -0.41 -0.79 -0.3627
C 8.2715 -3.6623 -4.7980 -0.26 -0.46 -0.24 -0.9622
C 8.2469 -3.5312 -1.2814 -0.49 1.46 -0.53 -0.9627
H 7.3685 -1.7916 -5.0312 0.35 0.70 0.36 0.3363
H 6.6672 -2.6244 -3.7193 0.35 -0.09 0.74 0.3525
H 8.8845 -3.2658 -5.6074 0.35 -0.68 0.04 0.3318
H 7.5498 -4.3890 -5.1709 0.07 0.05 -0.16 0.3002
H 8.8604 -4.1038 -3.9940 0.17 -0.33 -0.47 0.2888
H 7.6497 -4.1696 -1.9324 0.22 0.29 -0.41 0.3162
H 7.6395 -3.4497 -0.3800 0.65 -0.15 0.38 0.3647
H 9.2812 -3.8644 -1.1962 -0.33 -0.17 0.35 0.3166
O 3.6368 -0.0017 -9.9407 -2.11 1.73 1.12 -0.5651
S 2.4119 0.7366 -9.6259 -1.47 -1.48 -0.60 1.1158
O 1.6137 1.3231 -10.7091 1.27 -0.94 1.82 -0.5802
O 1.4592 -0.4218 -8.7676 0.81 1.22 -0.65 -0.3313
C 0.0845 -0.0577 -8.4233 -1.24 0.40 -1.50 -0.1668
C -0.8415 -1.2799 -8.1337 1.59 -0.22 0.12 -1.1593
C 2.5340 2.0416 -8.3366 -0.17 -0.83 0.21 -0.9172
H -0.3767 0.3424 -9.3262 0.28 0.47 -0.16 0.3095
H 0.1045 0.7566 -7.6989 -0.12 -0.38 0.42 0.2954
H -0.6972 -1.6385 -7.1146 0.08 -0.39 -0.22 0.2684
H -0.5522 -1.9992 -8.8999 0.42 -0.48 0.41 0.3293
H -1.9136 -1.2520 -8.3287 0.03 1.25 0.14 0.3731
H 2.7181 1.5895 -7.3620 0.73 -0.26 -0.25 0.3568
H 1.5430 2.4632 -8.1684 -0.03 0.13 -0.80 0.3290
H 3.2658 2.7982 -8.6196 -0.09 -0.23 -0.05 0.3424
O -1.0646 8.3444 6.6225 -0.17 -0.92 3.06 -0.6156
S -1.2352 7.8661 8.0253 0.55 0.46 -0.34 1.0760
O -2.4984 8.1144 8.7317 2.57 -0.93 -1.38 -0.5423
O -0.8743 6.2274 8.0262 -0.88 2.40 0.03 -0.2910
C 0.2121 5.8168 7.1723 0.29 0.28 1.21 -0.1124
C 0.4813 4.3808 7.4954 -0.36 -0.27 -1.59 -1.1289
C 0.2289 8.4425 9.1795 -1.64 -0.54 -0.67 -0.8864
H 1.1399 6.3360 7.4129 -0.11 0.64 -0.02 0.2505
H -0.0011 5.9625 6.1133 -0.40 0.07 0.21 0.3036
H -0.4667 3.8429 7.4886 0.18 -0.23 0.18 0.3207
H 1.1151 4.1228 8.3438 -0.22 0.37 -0.05 0.3013
H 0.9691 4.1878 6.5399 0.53 -1.29 0.23 0.3256
H 0.0278 9.4558 9.5271 0.02 0.07 -0.57 0.3755
H 1.1817 8.3081 8.6675 -0.27 0.17 -0.05 0.3010
H 0.1633 7.8206 10.0722 -0.08 -0.29 -0.28 0.3224
O -8.2432 6.0776 3.7967 -0.93 -1.19 -2.66 -0.5899
S -8.6113 5.0826 2.7749 0.72 -0.77 2.32 1.1102
O -9.4182 3.9485 3.2595 1.14 2.00 -1.77 -0.5838
O -9.2916 5.8368 1.4513 0.98 -0.39 2.14 -0.3143
C -9.7191 5.0020 0.3883 -0.62 -0.51 -1.36 -0.4328
C -8.9084 5.1671 -0.9112 -0.12 -0.29 -0.36 -0.9726
C -7.0284 4.4540 2.0264 -0.55 0.36 -0.74 -0.6911
H -10.7503 5.2480 0.1350 -0.04 0.57 0.22 0.3682
H -9.8675 3.9658 0.6923 0.77 -0.14 0.27 0.3739
H -9.0831 4.2972 -1.5445 -0.09 -0.23 0.11 0.3137
H -7.8236 5.2546 -0.8514 -0.04 0.01 0.53 0.2987
H -9.2489 5.9920 -1.5370 -0.08 0.28 0.39 0.3292
H -6.5256 3.5868 2.4544 -0.72 0.08 0.68 0.3433
H -6.2974 5.2614 1.9826 -0.36 0.22 0.16 0.2977
H -7.2733 4.1807 1.0000 -0.06 -0.01 0.04 0.1493
O 9.0183 4.9782 10.6266 0.21 -0.14 -1.61 -0.5531
S 8.6056 5.3747 9.3071 -1.30 2.24 -2.85 1.1310
O 9.4399 6.0622 8.2535 -1.41 -2.40 2.98 -0.6080
O 7.7757 4.1538 8.5913 2.20 -0.51 2.79 -0.2820
C 7.3944 4.1777 7.2382 -1.16 1.42 0.23 -0.1047
C 6.8406 2.8058 6.9126 0.89 -0.34 -0.26 -1.2198
C 7.1866 6.5249 9.4467 1.14 -1.05 0.72 -0.9128
H 8.2034 4.6487 6.6798 0.00 -0.70 -0.55 0.4106
H 6.5908 4.9120 7.2933 -0.46 0.07 -0.96 0.1776
H 6.2547 2.4009 7.7378 -0.01 0.31 0.06 0.3019
H 7.6895 2.1354 6.7785 -0.10 -0.20 -0.10 0.3103
H 6.2245 2.7663 6.0143 0.12 0.27 -0.03 0.3765
H 6.7466 6.5208 8.4495 0.21 0.78 0.20 0.2994
H 7.7105 7.3957 9.8408 -0.54 0.47 -0.59 0.3567
H 6.4558 6.1893 10.1825 0.21 -0.23 -0.02 0.3163
C -8.3357 -3.5590 0.7186 0.13 0.93 0.73 -0.2124
C -7.6975 -4.6586 0.1960 0.72 0.61 -0.89 -0.3413
C -8.3500 -5.8431 0.2058 -1.68 -1.20 -1.25 -0.3815
C -9.6837 -5.8639 0.5979 0.70 -2.12 0.21 -0.2869
C -10.2758 -4.8226 1.2048 -1.67 0.87 -0.29 -0.3380
C -9.6285 -3.6138 1.2004 1.10 0.43 1.49 -0.4005
H -7.7599 -2.6644 0.9045 -0.04 0.31 -0.43 0.3287
H -6.7965 -4.5082 -0.3800 0.50 -0.22 0.47 0.3351
H -8.0648 -6.7499 -0.3068 0.82 0.07 0.06 0.3175
H -10.2345 -6.7875 0.4975 -0.01 -0.18 0.01 0.3175
H -11.2980 -4.9458 1.5308 -0.08 0.24 0.26 0.3436
H -9.9473 -2.7949 1.8282 -0.49 0.26 -0.37 0.3181
C 1.4306 -5.9525 5.1692 -0.40 0.74 0.46 -1.2649
C 1.9804 -7.1148 4.3963 0.13 0.59 -0.92 -0.2155
C 3.0535 -6.7327 3.3323 1.29 -1.21 1.93 -0.6752
C 3.7716 -8.0424 2.8755 0.54 0.20 -0.15 -0.6880
C 4.8577 -8.7974 3.8149 -2.04 1.59 0.11 -0.2806
C 4.9563 -10.2670 3.4974 -0.63 -0.06 0.28 -1.2653
H 2.2084 -5.2243 5.3990 -0.03 0.23 -0.20 0.3295
H 1.0238 -6.2216 6.1439 -0.09 -0.32 -0.02 0.3521
H 0.6042 -5.4954 4.6248 0.18 0.41 -0.01 0.2957
H 2.3667 -7.8165 5.1355 0.25 -0.35 -0.47 0.2257
H 1.1496 -7.5454 3.8372 0.01 -0.56 0.20 0.2539
H 3.8299 -6.1395 3.8153 0.05 0.31 0.31 0.3054
H 2.7405 -6.0972 2.5038 -0.54 -0.42 -0.07 0.3942
H 2.9482 -8.7292 2.6799 0.21 -0.45 -0.16 0.2424
H 4.2132 -7.7742 1.9157 0.29 -0.48 -0.17 0.3872
H 5.7977 -8.2602 3.9415 0.10 0.02 -0.62 0.3829
H 4.4231 -8.7643 4.8140 -0.02 0.17 0.27 0.2091
H 3.9794 -10.6770 3.7538 -0.24 -0.17 -0.47 0.3242
H 5.1561 -10.4569 2.4428 0.33 -0.28 0.18 0.3166
H 5.5860 -10.7900 4.2172 0.62 0.04 -0.48 0.3706
C 0.5001 -7.9763 -3.2228 0.19 0.91 -0.06 -1.2384
C -0.7912 -8.3648 -2.5809 -0.83 -0.35 -1.57 -0.2643
C -0.8611 -9.8494 -2.4605 -0.24 -1.65 3.10 -0.6192
C -2.2603 -10.3540 -2.0340 -1.07 -0.32 -2.06 -0.8404
C -2.4842 -11.8674 -1.7518 1.74 0.75 -0.61 -0.6206
C -1.6496 -12.3673 -0.5385 -1.55 -0.23 0.52 -1.1625
H 1.2668 -8.4613 -2.6186 0.58 0.54 -0.27 0.3188
H 0.5124 -6.8864 -3.2332 0.78 0.12 0.34 0.3603
H 0.6151 -8.2265 -4.2774 -0.18 -0.57 0.09 0.3118
H -0.9359 -7.8058 -1.6565 -0.04 -0.38 0.18 0.3131
H -1.6123 -8.1156 -3.2531 -0.26 0.54 0.01 0.2902
H -0.1664 -10.1732 -1.6854 0.44 0.10 0.29 0.3781
H -0.5221 -10.4442 -3.3087 -0.25 0.47 -0.52 0.3105
H -2.9144 -9.7500 -1.4051 0.93 0.29 0.96 0.4239
H -2.7478 -10.0835 -2.9706 -0.81 -0.60 -0.45 0.3649
H -3.5395 -12.1361 -1.8003 -0.20 0.35 1.15 0.3915
H -2.2004 -12.4433 -2.6327 0.74 0.05 -0.22 0.2873
H -2.1008 -13.3147 -0.2435 0.45 -0.36 0.02 0.3531
H -0.5656 -12.4648 -0.5971 -0.14 -0.07 -0.81 0.3221
H -1.7858 -11.7588 0.3555 -0.28 0.43 -0.08 0.3199
```
Forces are in eV/Å.

- LUMO level: -4.5 eV
- Orbital gap: 0.101 hartree
- Total charge: +1
- HOMO: -7.31 eV